Molecular formula: C27H23N3O9S2Sn
Method: DFT, ωB97M-V with the def2-TZVPD basis set

Computed properties:
Total charge: -2
HOMO, eV: -2.6
2S+1: 1
Maximum force, eV Å⁻¹: 5.6
Energy relative to the best compared isomer or geometry (same formula, charge and spin), kJ/mol: 422.1
E, eV: -78772.2745

Last column: Mulliken charge in e.
Element x y z (Å)
Sn  -0.6979  -0.7818  -0.5253  1.88
O  -1.9244  -0.8369  3.9409  -0.70
C  -3.2574  -0.8350  3.8470  0.20
C  -3.9861  -0.8514  5.0443  -0.66
C  -5.3654  -0.8514  5.0292  -0.25
C  -6.0561  -0.8348  3.8190  -0.78
C  -5.3419  -0.8171  2.6364  -0.26
C  -3.9485  -0.8168  2.6222  0.14
C  -3.2081  -0.7945  1.3361  1.02
O  -1.9178  -0.8314  1.4123  -1.30
N  -3.8882  -0.7359  0.2307  -0.92
N  -3.0487  -0.7058  -0.8828  0.38
C  -3.7326  -0.7283  -1.9954  0.08
S  -2.9926  -0.6793  -3.5539  -0.07
C  -4.5659  -1.2166  -4.4124  -0.66
C  -5.7234  -0.5617  -3.6972  -0.54
S  -5.4821  -0.8697  -1.9289  -0.07
H  -1.5623  -0.8370  3.0109  0.42
H  -3.4355  -0.8647  5.9761  0.41
H  -5.9111  -0.8651  5.9662  0.34
H  -7.1388  -0.8354  3.8013  0.37
H  -5.8589  -0.8037  1.6859  0.47
H  -4.6434  -2.3054  -4.3675  0.26
H  -4.5092  -0.9174  -5.4608  0.39
H  -6.6968  -0.9662  -3.9932  0.37
H  -5.7377  0.5143  -3.8791  0.27
O  -1.0777  -4.3766  -2.4009  -0.70
C  -0.9995  -3.2319  -2.0091  0.51
O  -0.7681  -2.8541  -0.8150  -0.60
C  -1.2905  -2.1072  -3.0968  0.76
O  -1.5411  -2.4651  -4.2022  -0.61
O  -1.1718  -0.7145  -2.6001  -0.44
C  4.5161  -0.3603  3.1178  -1.55
C  5.1530  0.0345  1.8065  0.77
C  6.4412  -0.4101  1.5411  -0.81
C  7.0439  -0.1219  0.3273  -0.59
C  6.3441  0.5973  -0.6178  -0.50
C  5.0459  1.0552  -0.3768  0.17
N  4.4528  1.6715  -1.5190  -0.49
C  3.1518  2.2420  -1.5107  -1.05
C  3.0097  3.5750  -1.1420  -0.18
C  1.7583  4.1671  -1.0804  -0.35
C  0.6304  3.4183  -1.3833  -1.07
C  0.7752  2.0875  -1.7464  -0.03
C  2.0205  1.4820  -1.8230  0.79
C  2.1534  0.0132  -2.2290  0.34
O  3.1410  -0.2823  -2.9293  -0.87
O  1.2755  -0.7710  -1.8014  -0.38
C  4.4414  0.8051  0.8687  0.80
C  3.0444  1.2642  1.2167  -0.87
H  5.1527  -1.0721  3.6458  0.34
H  3.5498  -0.8386  2.9553  0.29
H  4.3673  0.5037  3.7698  0.33
H  6.9671  -1.0072  2.2782  0.28
H  8.0418  -0.4831  0.1059  0.34
H  6.7834  0.7964  -1.5877  0.41
H  4.4042  0.9308  -2.2283  0.56
H  3.9018  4.1398  -0.8976  0.39
H  1.6633  5.2078  -0.7922  0.35
H  -0.3561  3.8633  -1.3365  0.42
H  -0.1060  1.5019  -1.9869  0.64
H  2.9069  2.3216  0.9944  0.21
H  2.8551  1.1587  2.2815  0.51
H  2.2701  0.6723  0.7100  0.06
O  0.6797  -0.7847  0.8310  -0.99

---

Molecular formula: C5H9NS
Method: DFT, ωB97M-V with the def2-TZVPD basis set

Computed properties:
Total charge: 0
HOMO, eV: -8.3
2S+1: 1
Maximum force, eV Å⁻¹: 5.9
SMILES: C1CNSC1.C#C
Energy relative to the best compared isomer or geometry (same formula, charge and spin), kJ/mol: 373.8
E, eV: -17652.3192

Last column: Mulliken charge in e.
Element x y z (Å)
C  -0.2739  -1.5618  3.6010  -0.37
C  0.7808  -2.0202  3.2036  -0.41
C  -0.7164  1.0061  -1.5651  -0.44
C  0.5631  0.4455  -2.1166  -0.73
C  -1.0360  0.4103  -0.2205  -0.64
N  1.5266  0.4177  -0.9747  -0.44
S  0.6675  -0.3402  0.3495  -0.02
H  -1.0683  -1.0335  4.0860  0.38
H  1.7693  1.4179  -0.8628  0.26
H  1.5772  -2.5509  2.7388  0.40
H  -0.6685  2.1058  -1.2260  0.21
H  -1.6387  0.9753  -2.0831  0.39
H  0.2883  -0.4901  -2.4832  0.28
H  1.0977  0.8685  -2.8895  0.43
H  -1.2752  0.9302  0.6256  0.45
H  -1.5933  -0.5806  -0.1829  0.24

---

Molecular formula: C20H39BF4N2O7S
Method: DFT, ωB97M-V with the def2-TZVPD basis set

Computed properties:
Total charge: 0
HOMO, eV: -8.9
2S+1: 1
Maximum force, eV Å⁻¹: 1.8
SMILES: NB(O)N(CCC(F)=C(F)F)S(=O)(=O)F.C1CCOC1.C1CCOC1.C1CCOC1.C1CCOC1
E, eV: -61064.6381

Last column: Mulliken charge in e.
Element x y z (Å)
N  -3.0766  -0.7931  4.3471  -0.11
B  -2.9191  -1.9624  3.5204  0.19
O  -3.9108  -2.9175  3.4458  -0.60
N  -1.6869  -2.2017  2.7349  0.00
C  -0.8550  -1.0050  2.4308  -1.36
C  -1.6006  0.0999  1.6511  -0.22
C  -0.7594  0.6900  0.5449  0.33
F  0.4830  0.1669  0.3356  -0.29
C  -1.1742  1.7022  -0.2471  0.32
F  -1.3965  1.6463  -1.5561  -0.12
F  -1.5387  2.9008  0.2056  -0.24
S  -1.9675  -3.2058  1.4525  1.21
O  -2.9309  -2.6452  0.5652  -0.59
O  -2.0731  -4.5488  1.8691  -0.61
F  -0.5885  -3.0680  0.7264  -0.21
H  -2.2214  -0.3001  4.5646  -0.03
H  -3.7310  -0.1346  3.9428  0.25
H  -4.6471  -2.7009  2.8689  0.34
H  -0.5137  -0.6185  3.3860  0.43
H  0.0136  -1.3240  1.8735  0.64
H  -1.8270  0.9131  2.3459  0.41
H  -2.5154  -0.2724  1.1975  0.29
C  -2.9195  0.9946  8.6667  -0.54
C  -1.4484  1.3802  8.5192  -0.57
C  -1.2819  1.3720  7.0056  -0.35
O  -2.5461  1.7481  6.4586  -0.39
C  -3.5460  1.7140  7.4800  -0.37
H  -3.3585  1.2919  9.6175  0.35
H  -3.0365  -0.0855  8.5587  0.26
H  -1.2813  2.3849  8.9125  0.27
H  -0.7628  0.6999  9.0216  0.33
H  -1.0256  0.3665  6.6477  0.22
H  -0.5207  2.0695  6.6536  0.31
H  -3.8168  2.7430  7.7386  0.27
H  -4.4314  1.2093  7.0927  0.26
C  0.4687  -0.5895  -2.9885  -0.26
C  1.8975  -0.4055  -2.5125  -0.43
C  2.6669  -0.4314  -3.8239  -0.17
O  1.7919  0.1149  -4.8147  -0.46
C  0.4704  0.2144  -4.2839  -0.14
H  -0.2741  -0.2396  -2.2795  -0.01
H  0.2662  -1.6415  -3.2030  0.25
H  2.0057  0.5673  -2.0270  0.25
H  2.2244  -1.1725  -1.8121  0.41
H  2.9250  -1.4580  -4.1074  0.00
H  3.5836  0.1587  -3.7938  0.24
H  0.2460  1.2713  -4.0905  -0.04
H  -0.2404  -0.1585  -5.0229  0.27
C  6.4756  -4.2268  -3.5353  -0.53
C  5.1368  -4.7051  -4.0944  -0.55
C  4.1980  -4.4160  -2.9301  -0.37
O  4.7309  -3.2740  -2.2576  -0.37
C  6.0511  -3.0047  -2.7312  -0.40
H  7.2129  -3.9909  -4.3011  0.33
H  6.8999  -4.9864  -2.8754  0.27
H  4.8586  -4.1050  -4.9634  0.26
H  5.1311  -5.7533  -4.3890  0.34
H  4.1679  -5.2552  -2.2270  0.30
H  3.1775  -4.1970  -3.2487  0.24
H  6.0231  -2.1087  -3.3614  0.23
H  6.7002  -2.8058  -1.8778  0.27
C  -1.1630  4.1248  -5.3822  -0.41
C  -2.0097  3.6705  -4.1946  -0.56
C  -1.3499  4.4215  -3.0447  -0.04
O  -0.8443  5.6375  -3.5949  -0.45
C  -0.8857  5.5790  -5.0211  -0.55
H  -1.6612  4.0175  -6.3445  0.38
H  -0.2300  3.5575  -5.4161  0.16
H  -3.0424  4.0029  -4.3211  0.38
H  -2.0156  2.5917  -4.0452  0.25
H  -0.5121  3.8499  -2.6313  0.06
H  -2.0414  4.6564  -2.2343  0.25
H  -1.6884  6.2342  -5.3772  0.27
H  0.0609  5.9459  -5.4192  0.29

---

In eV, the HOMO-LUMO gap values for the records above are, in order, 6.51, 9.27, 8.63.